# 1
C15H23N5O2PtSe | ωB97M-V/def2-TZVPD

## Properties
Gap between HOMO and LUMO (alpha / beta) (eV): 6.5 / 6.3
Lowest unoccupied orbital energy (alpha / beta) (eV): -1.39 / -1.50
Calculated total energy (Ha): -3530.3642

Last column: Löwdin charge in e.
Atoms and positions in Å:
Pt (0.4461, 0.3086, 0.4108)  0.806
N (-1.5163, 1.5278, 1.2872)  0.019
C (-2.2742, 1.1574, 2.4444)  -0.302
C (-2.1882, -0.1471, 2.9083)  -0.031
C (-2.9431, -0.5598, 3.9881)  -0.074
C (-3.7981, 0.3318, 4.6144)  -0.097
C (-3.8716, 1.6403, 4.1674)  -0.093
C (-3.1140, 2.0594, 3.0860)  -0.041
H (-2.0333, 1.2893, 0.4412)  0.080
H (-1.3334, 2.5287, 1.2766)  0.097
H (-1.5176, -0.8239, 2.4071)  0.073
H (-2.8639, -1.5798, 4.3356)  0.103
H (-4.3970, 0.0090, 5.4523)  0.099
H (-4.5346, 2.3413, 4.6518)  0.100
H (-3.1815, 3.0847, 2.7450)  0.107
C (-1.2436, -4.0155, 1.0521)  -0.019
C (-0.1900, -2.9546, 0.7113)  -0.669
C (0.4375, -3.2247, -0.6550)  -0.032
C (0.8822, -2.8733, 1.7950)  -0.031
O (-0.8218, -1.6816, 0.7067)  -0.216
H (-0.7802, -4.9888, 1.1822)  0.086
H (-1.9822, -4.0880, 0.2571)  0.083
H (-1.7536, -3.7418, 1.9724)  0.082
H (0.9983, -4.1528, -0.6367)  0.086
H (1.1097, -2.4028, -0.9101)  0.074
H (-0.3349, -3.2871, -1.4189)  0.077
H (1.4063, -3.8164, 1.9084)  0.089
H (0.4249, -2.6040, 2.7435)  0.086
H (1.5973, -2.0936, 1.5244)  0.058
C (-3.1736, 0.1378, -3.9908)  -0.043
N (-1.9579, 0.3429, -3.2538)  -0.119
C (-0.9532, 1.2959, -3.6345)  -0.048
C (-0.0074, 1.2422, -2.4294)  -0.523
O (1.0028, 1.9090, -2.3049)  -0.055
N (-0.4983, 0.3477, -1.5607)  0.009
C (-1.6593, -0.2074, -2.0374)  -0.470
N (-2.3087, -1.1020, -1.3879)  0.132
H (-3.0690, 0.6076, -4.9660)  0.090
H (-4.0369, 0.5787, -3.4780)  0.094
H (-3.3606, -0.9284, -4.1390)  0.087
H (-1.3473, 2.3094, -3.7706)  0.137
H (-0.4269, 0.9997, -4.5490)  0.137
H (-1.4532, -1.6045, -0.0702)  0.022
H (-3.1410, -1.4393, -1.8542)  0.061
Se (2.4468, 1.5270, 0.1408)  0.714
C (2.0418, 0.8153, 1.8087)  -0.943
N (2.0053, 0.4975, 2.9292)  0.119



# 2
C24H32N3NaOSb | ωB97M-V/def2-TZVPD

## Properties
Total charge: -1
Energy relative to the best compared isomer or geometry (same formula, charge and spin) (kcal per mole): 0.0
Gap between HOMO and LUMO (eV): 3.8
Lowest unoccupied orbital energy (eV): 2.20
Calculated total energy (Ha): -1575.7184

Last column: Löwdin charge in e.
Atoms and positions in Å:
Na (-0.8893, -0.5060, 0.3199)  0.205
C (-0.7296, -4.0307, -2.9509)  -0.084
C (-1.9853, -4.6004, -2.7860)  -0.081
C (-2.8399, -4.0796, -1.8364)  -0.021
C (-2.4403, -2.9933, -1.0493)  -0.176
N (-1.2274, -2.4471, -1.2245)  0.102
C (-0.4102, -2.9553, -2.1438)  -0.143
C (-3.3419, -2.4312, 0.0163)  -0.271
C (-4.5741, -3.0027, 0.2866)  -0.083
C (-5.3154, -2.3995, 1.3326)  -0.120
C (-4.8215, -1.3495, 2.0384)  -0.044
C (-3.5089, -0.8061, 1.7443)  -0.214
N (-2.8582, -1.3888, 0.6721)  0.072
C (-2.9330, 0.2265, 2.4837)  -0.186
C (-3.6128, 0.7575, 3.6333)  -0.089
C (-3.2879, 1.9477, 4.1845)  -0.143
C (-2.1773, 2.6770, 3.6157)  -0.124
C (-1.4189, 2.0837, 2.6784)  -0.148
N (-1.6483, 0.8267, 2.1256)  -0.230
H (-0.0213, -4.4030, -3.6786)  0.093
H (-2.2933, -5.4434, -3.3926)  0.100
H (-3.8189, -4.5111, -1.6982)  0.093
H (0.5564, -2.4671, -2.2339)  0.091
H (-4.9704, -3.8592, -0.2361)  0.066
H (-6.3035, -2.7766, 1.5755)  0.088
H (-5.4414, -0.9108, 2.8060)  0.080
H (-4.4034, 0.1743, 4.0898)  0.082
H (-3.8082, 2.3237, 5.0569)  0.072
H (-1.9089, 3.6665, 3.9668)  0.074
H (-0.5008, 2.5386, 2.3265)  0.068
O (-0.4951, -0.0103, 2.4078)  -0.346
C (2.8917, -0.0033, -3.3318)  -0.167
C (2.7864, 1.3038, -2.5535)  -0.605
C (2.1145, 2.3884, -3.3866)  -0.167
Sb (1.7032, 0.9785, -0.6944)  1.560
C (2.1307, 2.9252, 0.1665)  -0.574
C (2.4596, 2.8212, 1.6528)  -0.150
C (0.9286, 3.8396, -0.0690)  -0.166
C (3.2075, -0.1643, 0.3735)  -0.574
C (4.6405, 0.2334, 0.0479)  -0.154
C (2.9685, -1.6620, 0.2035)  -0.157
H (3.4366, 0.1377, -4.2718)  0.072
H (1.8975, -0.3840, -3.5840)  0.065
H (3.4067, -0.7796, -2.7623)  0.047
H (3.7852, 1.6428, -2.2638)  0.073
H (1.0752, 2.1293, -3.6074)  0.072
H (2.6297, 2.5203, -4.3444)  0.070
H (2.1157, 3.3522, -2.8749)  0.054
H (2.9999, 3.3078, -0.3796)  0.078
H (1.6772, 2.2867, 2.1972)  0.063
H (2.5489, 3.8211, 2.0901)  0.076
H (3.4010, 2.2975, 1.8265)  0.054
H (0.0452, 3.4535, 0.4428)  0.056
H (0.6789, 3.9330, -1.1281)  0.052
H (1.1259, 4.8441, 0.3193)  0.075
H (2.9839, 0.0934, 1.4116)  0.077
H (4.9036, -0.0222, -0.9819)  0.061
H (5.3446, -0.2924, 0.7019)  0.074
H (4.8053, 1.3059, 0.1755)  0.061
H (3.1132, -1.9826, -0.8325)  0.055
H (1.9570, -1.9393, 0.5057)  0.064
H (3.6667, -2.2362, 0.8212)  0.074



# 3
C3H9N4 | ωB97M-V/def2-TZVPD

## Properties
Total charge: +1
Energy relative to the best compared isomer or geometry (same formula, charge and spin) (kcal per mole): 75.9
Gap between HOMO and LUMO (eV): 9.1
Lowest unoccupied orbital energy (eV): -4.05
Calculated total energy (Ha): -338.3999

Last column: Löwdin charge in e.
Atoms and positions in Å:
C (-0.4505, -1.4830, 0.3512)  -0.062
C (-0.3768, -0.8341, -0.8903)  0.027
C (0.6797, -1.4305, 1.2056)  -0.111
N (-0.4510, -0.2390, -1.8971)  0.056
N (0.4475, 2.5565, 0.0143)  0.018
N (-0.7744, 0.8043, -2.5782)  0.083
N (0.6407, -2.1667, 2.3229)  0.116
H (-1.1673, -2.2442, 0.5409)  0.097
H (1.5368, -0.7022, 1.1022)  0.166
H (1.0662, 3.2758, 0.3884)  0.026
H (-0.0876, 2.8956, -0.7811)  0.001
H (-1.5433, 1.4767, -2.4329)  0.148
H (-0.5942, 0.8562, -3.5799)  0.133
H (-0.1563, 2.2064, 0.7114)  -0.016
H (-0.2125, -2.8078, 2.5637)  0.188
H (1.4430, -2.1639, 2.9590)  0.132



# 4
BrClH2O2Si | ωB97M-V/def2-TZVPD

## Properties
Energy relative to the best compared isomer or geometry (same formula, charge and spin) (kcal per mole): 24.1
Gap between HOMO and LUMO (eV): 11.0
Lowest unoccupied orbital energy (eV): 0.26
Calculated total energy (Ha): -3475.5460

Last column: Löwdin charge in e.
Atoms and positions in Å:
O (1.3166, 0.8714, -0.0454)  -0.321
O (-0.2582, -1.0241, -0.7297)  -0.186
Si (-0.2655, 0.0288, 0.4530)  -0.522
Cl (-0.1762, -0.8281, 2.2033)  0.459
Br (-1.8175, 1.5648, 0.1878)  0.422
H (2.0807, 0.5153, -0.6153)  0.072
H (-0.8800, -1.1280, -1.4536)  0.075



# 5
C3H12N3O | ωB97M-V/def2-TZVPD

## Properties
Total charge: -1
Energy relative to the best compared isomer or geometry (same formula, charge and spin) (kcal per mole): 7.4
Gap between HOMO and LUMO (eV): 7.6
Lowest unoccupied orbital energy (eV): 4.39
Calculated total energy (Ha): -360.9938

Last column: Löwdin charge in e.
Atoms and positions in Å:
N (-1.5494, -1.7395, -0.0964)  -0.038
C (-1.1825, -1.6698, 1.3175)  -0.383
N (-1.3627, -0.3745, 2.0315)  -0.036
H (-2.5478, -1.6837, -0.2256)  0.027
H (-1.1236, -0.9153, -0.5789)  0.044
H (-1.7012, -2.4349, 1.9203)  0.085
H (-0.1345, -1.8898, 1.3138)  0.071
H (-1.0439, 0.3658, 1.3730)  -0.002
H (-2.3363, -0.1953, 2.2471)  0.022
C (1.5730, 1.1585, -2.1226)  -0.145
N (1.9753, 0.6776, -0.7454)  -0.123
C (0.9914, 1.1901, 0.2139)  -0.548
O (-0.2890, 0.9128, -0.0513)  -0.346
H (0.5085, 1.4114, -2.0528)  0.056
H (1.8015, 0.4465, -2.9298)  0.061
H (2.1537, 2.0017, -2.2660)  0.019
H (1.8225, -0.3164, -0.7167)  0.058
H (1.1018, 2.2992, 0.1929)  0.088
H (1.3433, 0.7557, 1.1756)  0.090



# 6
Cl2O3S2 | ωB97M-V/def2-TZVPD

## Properties
Energy relative to the best compared isomer or geometry (same formula, charge and spin) (kcal per mole): 35.6
Gap between HOMO and LUMO (alpha / beta) (eV): 7.7 / 6.5
Lowest unoccupied orbital energy (alpha / beta) (eV): -1.33 / -4.98
Multiplicity: 3
Calculated total energy (Ha): -1942.3233

Last column: Löwdin charge in e.
Atoms and positions in Å:
O (0.8934, 1.7837, -1.0591)  -0.481
O (-0.6492, -1.2429, 1.3491)  -0.345
O (-0.8932, -0.9101, -0.9771)  -0.327
S (0.4835, 1.4473, 0.2811)  0.530
S (-0.1124, -0.8092, 0.1273)  0.269
Cl (-1.5276, 1.9896, 0.4649)  0.241
Cl (1.8054, -2.2584, -0.1862)  0.113



# 7
C20H15F3N2O5PtS | ωB97M-V/def2-TZVPD

## Properties
Total charge: -2
Energy relative to the best compared isomer or geometry (same formula, charge and spin) (kcal per mole): 13.2
Gap between HOMO and LUMO (alpha / beta) (eV): 3.8 / 6.4
Lowest unoccupied orbital energy (alpha / beta) (eV): 4.14 / 4.14
Multiplicity: 3
Calculated total energy (Ha): -2074.0121

Last column: Löwdin charge in e.
Atoms and positions in Å:
Pt (0.1486, 1.1149, 1.8644)  1.006
N (-1.3351, 0.3814, 3.5803)  -0.048
C (-1.9490, 1.6340, 4.0393)  -0.208
C (-0.8528, 2.6870, 4.2023)  -0.580
O (-0.8404, 3.3922, 5.2242)  -0.043
N (0.0266, 2.6834, 3.1989)  -0.174
C (1.3108, 3.3160, 3.4124)  -0.163
C (2.4097, 2.2172, 3.5622)  -0.681
O (3.4501, 2.5138, 4.1597)  -0.045
O (2.1372, 1.0912, 3.0145)  -0.189
H (-2.0150, -0.3064, 3.2831)  0.082
H (-0.7166, -0.0202, 4.2759)  0.096
H (-2.4893, 1.5501, 4.9836)  0.103
H (-2.6347, 1.9652, 3.2608)  0.070
H (1.3159, 3.9418, 4.3003)  0.099
H (1.5955, 3.9188, 2.5441)  0.106
F (2.3416, -6.8719, -2.8264)  0.111
C (1.3879, -6.8476, -1.8573)  -0.573
F (1.8016, -7.7560, -0.9336)  0.109
F (0.2703, -7.3588, -2.4159)  0.112
C (1.1898, -5.4949, -1.2831)  -0.163
C (-0.0313, -4.8368, -1.3815)  -0.030
C (-0.1795, -3.5690, -0.8524)  -0.026
C (0.8881, -2.9169, -0.2114)  -0.258
C (2.1108, -3.6070, -0.1114)  -0.023
C (2.2586, -4.8717, -0.6410)  -0.031
C (0.7294, -1.6144, 0.3238)  -0.160
C (0.5775, -0.4801, 0.7513)  -0.251
H (-0.8619, -5.3248, -1.8742)  0.109
H (-1.1286, -3.0542, -0.9180)  0.113
H (2.9329, -3.1228, 0.3985)  0.117
H (3.2054, -5.3933, -0.5619)  0.115
O (-0.9773, 2.7261, -6.0457)  0.055
C (-0.8854, 3.6232, -4.9997)  -0.514
O (-0.7190, 4.7889, -5.2990)  0.042
C (-0.9966, 3.0899, -3.6583)  -0.180
C (-0.9723, 3.9941, -2.5671)  -0.044
C (-1.1569, 3.5742, -1.2760)  -0.127
C (-1.3877, 2.2065, -0.9792)  -0.711
S (-1.8053, 1.6739, 0.6066)  0.535
C (-1.3359, 1.2873, -2.0568)  -0.135
C (-1.1534, 1.7133, -3.3464)  -0.059
H (-1.1164, 1.8478, -5.6786)  0.058
H (-0.8176, 5.0422, -2.7925)  0.106
H (-1.1495, 4.2863, -0.4597)  0.092
H (-1.4449, 0.2329, -1.8354)  0.086
H (-1.1360, 0.9533, -4.1240)  0.093



Q: Among the records above, which one has the lowest calculated total energy?
A: C15H23N5O2PtSe



Q: The highest calculated total energy belongs to which entry?
A: C3H9N4